[1]
{
  "formula": "C3FO3Pb",
  "method": "ωB97M-V with the def2-TZVPD basis set",
  "species": ["C", "C", "O", "F", "O", "C", "O", "Pb"],
  "coordinates": [[-2.191830, 0.539445, 0.084310], [-0.997853, 0.517815, -0.031114], [0.285925, 0.497805, -0.176605], [-3.478696, 0.525401, 0.143223], [0.583099, -2.065999, -0.014360], [1.202176, -1.061734, -0.087285], [2.327822, -0.593268, 0.017439], [2.269359, 1.640532, 0.064389]],
  "forces_ev_per_angstrom": [[1.191, -0.111, -0.168], [-1.407, 0.115, 0.037], [0.130, -0.940, -0.109], [-0.147, 0.045, 0.082], [0.169, 1.862, -0.575], [-0.322, -1.632, 1.097], [0.109, -0.557, -0.447], [0.276, 1.216, 0.083]],
  "charge": 0,
  "homo_ha": [-0.2564, -0.3421],
  "gap_ev": [6.27, 8.51],
  "spin_multiplicity": 2
}

***

[2]
{
  "formula": "Cl4F5Mg6",
  "method": "ωB97M-V with the def2-TZVPD basis set",
  "species": ["Mg", "Mg", "Mg", "Mg", "Mg", "Mg", "F", "F", "F", "F", "F", "Cl", "Cl", "Cl", "Cl"],
  "coordinates": [[0.911660, 1.803295, 4.150135], [-0.754920, -1.469575, -0.604275], [0.980100, 2.191725, -0.323865], [1.371930, -3.098145, -3.146295], [0.242820, -2.087505, 3.644795], [-4.477810, 0.508735, -2.249135], [0.068480, 0.387015, -0.267065], [2.757910, 2.819955, -0.862455], [1.030190, -1.428225, -4.230555], [0.552540, -2.528585, -1.446295], [0.188120, -0.181575, 4.017855], [-0.961000, 3.573925, -0.617935], [-0.754290, -2.191075, 1.625035], [-2.526780, -0.605965, -1.741755], [1.371050, 2.305995, 2.051805]],
  "forces_ev_per_angstrom": [[-0.478, -0.967, -0.976], [2.235, 1.880, 0.295], [0.842, 0.980, -1.624], [-0.797, 3.532, -0.993], [-0.329, 1.560, -0.226], [1.028, 0.037, 0.202], [-0.235, -1.208, -0.222], [-2.115, -1.135, 0.790], [0.417, -2.916, 1.672], [0.042, -0.846, -0.733], [0.824, -0.158, 0.592], [0.156, -0.793, 0.067], [-0.131, -0.618, 0.603], [-1.717, 0.557, -0.811], [0.258, 0.094, 1.365]],
  "de_lowest_kcal_mol": 8.8,
  "charge": 3,
  "homo_ha": -0.5813,
  "gap_ev": 3.22
}

***

[3]
{
  "formula": "C3H11N3O",
  "method": "ωB97M-V with the def2-TZVPD basis set",
  "species": ["C", "C", "C", "N", "N", "N", "O", "H", "H", "H", "H", "H", "H", "H", "H", "H", "H", "H"],
  "coordinates": [[-1.449036, 0.741512, -0.742972], [-1.471007, -0.752919, -1.047350], [-1.210542, 1.014313, 0.737841], [2.326354, 0.253352, 0.700661], [2.226733, -0.113651, -0.497106], [1.957457, -0.660707, 1.612334], [1.876009, -1.243491, -0.922468], [2.457303, 0.625024, -1.176356], [2.394342, -0.535247, 2.509814], [1.862514, -1.610380, 1.252468], [-2.402532, 1.190284, -1.038659], [-0.665459, 1.222650, -1.335355], [-2.214588, -1.250522, -0.427504], [-0.504987, -1.205373, -0.863084], [-1.727672, -0.923780, -2.092882], [-1.140572, 2.080297, 0.924063], [-2.025372, 0.615575, 1.331317], [-0.288945, 0.553063, 1.075238]],
  "forces_ev_per_angstrom": [[-0.023, -0.153, 0.146], [-0.220, 0.292, -0.187], [0.031, 0.086, -0.356], [0.360, 0.647, 0.154], [-0.011, 0.142, 0.144], [-0.214, -0.647, -0.711], [-0.069, -0.268, 0.133], [-0.050, -0.223, 0.347], [0.025, 0.148, -0.141], [0.102, 0.179, 0.091], [0.091, 0.030, -0.066], [-0.048, 0.042, -0.041], [-0.094, -0.102, 0.043], [0.187, -0.110, 0.065], [-0.017, -0.104, -0.030], [-0.006, 0.226, 0.136], [-0.176, -0.092, 0.179], [0.129, -0.095, 0.095]],
  "de_lowest_kcal_mol": 85.2,
  "charge": 0,
  "homo_ha": -0.3289,
  "gap_ev": 10.00
}

***

[4]
{
  "formula": "BrFe",
  "method": "ωB97M-V with the def2-TZVPD basis set",
  "species": ["Fe", "Br"],
  "coordinates": [[-1.263415, -0.262835, 0.073970], [1.263415, 0.262835, -0.073970]],
  "forces_ev_per_angstrom": [[2.115, 0.440, -0.123], [-2.115, -0.440, 0.123]],
  "de_lowest_kcal_mol": 14.1,
  "charge": 2,
  "homo_ha": [-0.9050, -0.8305],
  "gap_ev": [11.25, 6.38],
  "spin_multiplicity": 6
}